18
Properties=species:S:1:pos:R:3:lowdin_charge:R:1 method="wB97M-V/def2-TZVPD" e_above_lowest_ev=0.796 mol_weight_g_mol=75.155 spin_multiplicity=2 e_homo_ev="-13.879 / -13.879" charge=+1 e_tot_ha=-214.56963
C 2.778 0.351 0.390 -0.16
C 3.538 -0.907 -0.140 -0.14
H 2.834 0.583 1.394 0.03
H 3.015 1.125 -0.246 0.03
H 1.711 0.532 0.227 0.04
H 4.598 -0.893 0.180 0.07
H 3.504 -0.959 -1.281 0.08
H 3.041 -1.841 0.115 0.04
C -1.698 -0.414 -0.621 -0.07
C -2.987 0.162 -0.232 -0.24
N -2.973 0.855 1.006 0.34
H -0.989 0.405 -0.622 0.08
H -1.718 -0.899 -1.591 0.11
H -1.380 -1.119 0.161 0.11
H -3.683 -0.665 -0.135 0.15
H -3.368 0.913 -1.005 0.21
H -3.887 1.180 1.201 0.14
H -2.336 1.590 1.197 0.15

20
Properties=species:S:1:pos:R:3:lowdin_charge:R:1 method="wB97M-V/def2-TZVPD" e_above_lowest_ev=0.744 mol_weight_g_mol=123.221 smiles=CCNCCS.O e_homo_ev=-8.278 e_tot_ha=-688.36138
C -1.852 0.020 -0.655 -0.09
C -1.382 0.532 0.736 -0.28
N 0.032 0.371 1.018 -0.10
C 0.472 -0.986 1.265 -0.31
C 1.107 -1.716 0.070 -0.53
S 2.323 -0.710 -0.842 0.69
H -2.619 0.676 -1.079 0.07
H -2.162 -1.016 -0.585 0.06
H -0.993 0.005 -1.318 0.05
H -1.611 1.595 0.797 0.10
H -1.894 0.002 1.538 0.10
H 0.615 0.810 0.310 0.03
H 1.162 -1.025 2.123 0.10
H -0.395 -1.580 1.588 0.11
H 0.325 -1.907 -0.660 0.05
H 1.604 -2.636 0.345 0.06
H 3.142 -0.388 0.169 -0.14
O 0.479 2.504 -1.357 -0.06
H 0.892 3.367 -1.283 0.04
H 0.753 2.084 -2.180 0.04

21
Properties=species:S:1:pos:R:3:lowdin_charge:R:1 method="wB97M-V/def2-TZVPD" e_above_lowest_ev=1.521 mol_weight_g_mol=121.156 e_homo_ev=-2.839 charge=-1 e_tot_ha=-423.97772
C 1.232 0.381 1.485 -0.40
O 0.851 -0.735 2.291 -0.42
C 1.530 -0.328 0.132 -0.22
C 1.164 0.557 -1.126 -0.22
C -0.178 0.418 -1.881 -0.20
C -1.263 -0.333 -1.142 -0.28
O -2.595 0.132 -1.317 -0.09
H 0.348 0.961 1.262 0.07
H 2.060 0.854 2.076 0.09
H 2.556 -0.689 -0.005 0.08
H 0.962 -1.282 0.053 0.10
H 1.892 0.194 -1.882 0.09
H 1.378 1.559 -0.784 0.08
H -0.309 1.406 -2.271 0.09
H -0.062 -0.127 -2.869 0.11
H -1.309 -1.376 -1.475 0.12
H -1.060 -0.471 -0.051 0.11
H -2.688 0.932 -0.791 0.08
H -1.903 -0.279 3.298 -0.01
H -0.800 -0.834 2.397 -0.02
O -1.806 -0.940 2.601 -0.17

79
Properties=species:S:1:pos:R:3:lowdin_charge:R:1 method="wB97M-V/def2-TZVPD" e_above_lowest_ev=4.783 mol_weight_g_mol=752.957 e_homo_ev=-10.817 charge=+2 e_tot_ha=-2215.26025
Pb -1.044 -1.133 0.473 1.02
C -2.041 2.407 -0.577 -0.21
C -1.999 3.824 -0.050 -0.22
N -0.671 4.467 -0.073 -0.08
C 0.208 5.005 -1.093 -0.19
C 0.287 4.621 -2.509 -0.30
C 1.563 4.625 -3.081 -0.03
C 1.699 4.476 -4.474 -0.06
C 0.508 4.464 -5.128 -0.06
C -0.726 4.175 -4.512 -0.22
C -1.978 4.227 -5.338 -0.18
N -3.171 3.801 -4.706 -0.10
C -3.432 3.840 -3.322 -0.27
C -3.652 2.409 -2.652 -0.23
N -3.403 2.120 -1.267 -0.10
N -0.776 4.218 -3.176 0.14
H -1.937 1.568 0.200 0.01
H -1.352 2.209 -1.331 0.07
H -2.359 3.725 0.981 0.11
H -2.677 4.417 -0.621 0.10
H -0.191 3.936 0.822 0.17
H 1.195 4.655 -0.652 0.13
H 0.164 6.131 -1.005 0.14
H 2.477 4.655 -2.428 0.12
H 2.624 4.292 -5.075 0.13
H 0.493 4.624 -6.190 0.11
H -1.746 3.763 -6.291 0.13
H -2.177 5.318 -5.451 0.14
H -3.626 2.899 -5.129 0.16
H -4.449 4.348 -3.230 0.11
H -2.695 4.515 -2.739 0.11
H -2.818 1.789 -3.045 0.10
H -4.603 1.973 -3.030 0.12
H -4.219 2.106 -0.602 0.11
C 5.516 -6.260 -0.907 -0.07
C 4.098 -5.996 -1.172 -0.21
N 3.314 -5.437 -0.065 0.00
C 1.795 -5.743 -0.257 -0.08
C 1.008 -4.535 -0.844 -0.12
C 3.826 -4.675 0.798 0.00
S -0.220 -1.552 -1.694 0.11
N 4.267 -4.281 1.847 0.31
C 3.906 -3.217 2.720 -0.33
O 2.699 -2.928 2.810 0.08
C 4.968 -2.678 3.616 -0.17
C 4.427 -1.671 4.463 -0.03
C 5.228 -1.033 5.370 -0.05
C 6.453 -1.694 5.732 -0.02
C 7.034 -2.636 4.870 -0.05
C 6.214 -3.186 3.878 -0.04
H 6.172 -6.122 -1.781 0.11
H 5.532 -7.348 -0.723 0.10
H 5.963 -5.732 -0.030 0.09
H 3.683 -6.998 -1.401 0.14
H 4.011 -5.345 -2.070 0.15
H 1.458 -5.920 0.750 0.12
H 1.764 -6.591 -0.984 0.14
H 1.190 -4.470 -1.925 0.07
H 1.347 -3.614 -0.388 0.01
H -0.149 -4.637 -0.757 0.11
H 3.388 -1.324 4.303 0.13
H 4.773 -0.241 6.014 0.13
H 6.906 -1.201 6.609 0.12
H 8.041 -2.957 5.123 0.12
H 6.630 -4.115 3.303 0.15
N -2.583 0.830 2.206 0.09
C -3.545 0.546 2.769 -0.17
C -4.855 0.243 3.139 -0.25
C -5.732 1.130 2.487 0.00
C -7.123 0.881 2.523 -0.06
C -7.574 -0.156 3.266 -0.07
C -6.686 -1.058 3.928 -0.03
C -5.343 -0.721 3.982 -0.04
H -5.355 2.049 2.104 0.11
H -7.908 1.497 2.012 0.14
H -8.626 -0.354 3.400 0.11
H -7.173 -1.992 4.239 0.12
H -4.626 -1.030 4.756 0.13
H -1.592 -2.201 -1.718 -0.11

96
Properties=species:S:1:pos:R:3:lowdin_charge:R:1 method="wB97M-V/def2-TZVPD" e_above_lowest_ev=1.911 mol_weight_g_mol=1021.831 e_homo_ev=-0.246 charge=-2 e_tot_ha=-5663.13318
Pd 3.925 1.343 -0.443 0.19
N 1.528 -2.479 -1.064 -0.25
S 0.170 -2.694 -0.643 0.69
N -1.085 -1.734 -1.210 -0.38
S -1.690 -0.511 -0.500 0.81
N -0.968 0.560 0.265 -0.34
S 0.548 1.417 -0.044 0.75
N 1.750 0.730 0.345 -0.29
C 0.021 2.851 0.891 -0.31
C -0.022 4.139 0.386 -0.11
C -0.363 5.185 1.237 -0.09
C -0.606 4.943 2.579 -0.09
C -0.510 3.651 3.084 -0.08
C -0.192 2.601 2.242 -0.10
C 0.282 1.765 -1.786 -0.35
C -0.746 2.547 -2.290 -0.10
C -0.858 2.704 -3.663 -0.09
C 0.032 2.057 -4.511 -0.09
C 1.034 1.248 -3.991 -0.06
C 1.171 1.101 -2.619 -0.09
C -2.925 -1.055 0.688 -0.30
C -3.816 -2.049 0.308 -0.07
C -4.750 -2.507 1.221 -0.08
C -4.782 -1.976 2.505 -0.09
C -3.888 -0.981 2.870 -0.07
C -2.953 -0.508 1.958 -0.05
C -2.739 0.129 -1.801 -0.30
C -3.659 1.105 -1.446 -0.07
C -4.457 1.668 -2.427 -0.07
C -4.319 1.262 -3.749 -0.09
C -3.384 0.297 -4.091 -0.08
C -2.586 -0.282 -3.113 -0.06
C -0.544 -4.283 -1.147 -0.31
C -1.744 -4.445 -1.820 -0.08
C -2.141 -5.717 -2.218 -0.09
C -1.343 -6.815 -1.937 -0.10
C -0.134 -6.645 -1.273 -0.08
C 0.272 -5.377 -0.888 -0.07
C -0.185 -2.716 1.130 -0.30
C -1.101 -3.571 1.731 -0.08
C -1.296 -3.492 3.102 -0.10
C -0.582 -2.567 3.855 -0.09
C 0.329 -1.718 3.242 -0.05
C 0.536 -1.791 1.870 -0.09
H 0.279 4.335 -0.634 0.08
H -0.365 6.200 0.860 0.10
H -0.815 5.773 3.242 0.10
H -0.639 3.468 4.143 0.10
H -0.058 1.597 2.626 0.10
H -1.445 3.037 -1.625 0.11
H -1.642 3.333 -4.068 0.10
H -0.054 2.189 -5.583 0.09
H 1.735 0.749 -4.648 0.11
H 1.974 0.516 -2.178 0.08
H -3.767 -2.463 -0.691 0.10
H -5.446 -3.286 0.935 0.10
H -5.506 -2.341 3.222 0.10
H -3.908 -0.570 3.872 0.11
H -2.237 0.262 2.215 0.10
H -3.730 1.432 -0.415 0.12
H -5.174 2.434 -2.164 0.10
H -4.935 1.713 -4.518 0.10
H -3.259 0.002 -5.125 0.11
H -1.832 -1.019 -3.352 0.11
H -2.345 -3.576 -2.045 0.08
H -3.074 -5.845 -2.752 0.10
H -1.656 -7.805 -2.247 0.09
H 0.498 -7.499 -1.067 0.10
H 1.227 -5.215 -0.402 0.12
H -1.660 -4.288 1.142 0.11
H -2.009 -4.152 3.582 0.10
H -0.738 -2.510 4.926 0.10
H 0.890 -0.993 3.819 0.11
H 1.231 -1.119 1.374 0.05
S 1.997 8.466 2.001 0.31
C 2.511 6.913 1.586 -1.57
S 2.580 6.318 -0.010 0.83
C 2.993 4.642 0.302 -1.17
C 3.221 4.343 1.617 -1.21
S 3.678 2.856 2.357 0.36
S 2.994 5.716 2.698 0.83
S 2.989 3.623 -1.106 0.45
C 3.922 -1.761 1.336 -0.17
N 4.559 -1.505 0.054 -0.11
C 5.219 -0.244 -0.062 -1.00
S 5.711 0.323 -1.604 0.48
N 6.007 0.017 1.108 -0.12
C 6.903 1.166 1.063 -0.20
H 3.214 -2.580 1.205 0.05
H 3.373 -0.886 1.714 0.05
H 4.666 -2.061 2.078 0.07
H 3.882 -1.589 -0.696 0.04
H 5.370 0.143 1.888 0.07
H 7.677 0.991 0.316 0.04
H 7.371 1.261 2.046 0.07
H 6.393 2.103 0.826 0.04

22
Properties=species:S:1:pos:R:3:lowdin_charge:R:1 method="wB97M-V/def2-TZVPD" e_above_lowest_ev=3.615 mol_weight_g_mol=134.248 spin_multiplicity=2 e_homo_ev="-12.345 / -12.332" charge=+1 e_tot_ha=-706.17866
C -0.654 -2.084 -0.446 -0.20
C 0.559 -2.361 -1.424 -0.51
S 2.119 -3.159 -0.747 0.65
C -1.165 -0.596 -0.586 -0.15
N -1.131 0.196 0.685 0.14
C -0.811 1.683 0.548 -0.16
C 0.461 2.050 1.297 -0.20
N 0.861 3.374 0.639 0.04
H -1.416 -2.777 -0.901 0.12
H -0.716 -2.469 0.581 0.11
H 0.443 -2.858 -2.309 0.03
H 0.908 -1.383 -1.428 0.00
H 1.551 -4.452 -0.406 -0.08
H -0.445 0.025 -1.278 0.16
H -2.199 -0.312 -1.102 0.19
H -0.249 -0.123 1.399 0.24
H -0.743 2.015 -0.515 0.14
H -1.520 2.262 1.070 0.12
H 1.191 1.333 1.154 0.09
H 0.225 2.230 2.348 0.13
H 0.986 4.204 1.192 0.08
H 1.745 3.203 0.229 0.06